This record from the OMol25 dataset describes a cluster of 2 separate species, C3H10NOS in total. The level of theory is ωB97M-V with the def2-TZVPD basis set.

```
! RIJCOSX wB97M-V def2-TZVPD def2/J DEFGRID3
* xyz -1 1
C 0.466 -0.620 2.031
C 0.450 -1.883 1.118
S 1.351 -1.824 -0.467
H 1.116 0.199 1.733
H -0.562 -0.365 2.292
H 0.903 -0.975 2.977
H -0.609 -2.073 0.936
H 0.840 -2.722 1.670
H -0.117 0.051 -0.968
N -1.830 2.834 -1.203
C -1.046 1.998 -0.314
O -0.473 0.959 -0.954
H -1.303 3.409 -1.832
H -2.562 3.301 -0.695
H -1.664 1.597 0.502
H -0.310 2.648 0.194
*
```

LUMO level, eV: 3.74
Relative energy (zero: lowest compared OMol25 entry of this formula, charge and spin), kcal/mol: 44.1

Here are the Mulliken charges for atoms 1 to 8, given in e:
1. C -0.8126
2. C -0.6158
3. S -0.6825
4. H 0.2051
5. H 0.2040
6. H 0.3380
7. H 0.2196
8. H 0.2592